Record 1
Formula: C6H15N2
Source: the OMol25 dataset
Level of theory: ωB97M-V with the def2-TZVPD basis set

Geometry (Å):
C: -2.839 -0.506 0.336
C: 0.617 -1.383 -1.273
C: 1.576 -1.298 1.173
C: 0.149 1.345 -1.134
C: 0.954 1.602 1.103
C: 0.886 -0.635 -0.020
N: -2.600 0.611 -0.193
N: 0.809 0.652 -0.044
H: -2.064 -1.244 0.527
H: -3.929 -0.843 0.330
H: -0.158 -0.940 -1.904
H: 0.258 -2.340 -1.176
H: 1.480 -1.658 -1.691
H: 0.710 -1.514 1.951
H: 2.258 -1.992 0.844
H: 2.314 -0.613 1.591
H: 0.612 2.383 -1.110
H: 0.464 0.767 -1.975
H: -1.033 1.214 -1.014
H: 1.277 2.589 0.813
H: 0.038 1.529 1.508
H: 1.661 1.156 1.753
H: -3.441 1.118 -0.396

Summary:
lowest unoccupied orbital energy	-3.6	eV
net charge	+1
multiplicity	1

natural (NBO) atomic charges, in units of e: -0.011, -0.710, -0.679, -0.486, -0.395, 0.468, -0.636, -0.237, 0.160, 0.180, 0.253, 0.266, 0.269, 0.268, 0.254, 0.241, 0.227, 0.215, 0.304, 0.241, 0.226, 0.218, 0.365

***

Record 2
Formula: C22H49Cl2N5O25
Source: the OMol25 dataset
Level of theory: ωB97M-V with the def2-TZVPD basis set

Geometry (Å):
C: 2.473 0.863 3.221
N: 2.600 -0.560 2.872
O: 2.352 -1.381 3.730
O: 2.858 -0.837 1.717
H: 2.192 0.996 4.257
H: 1.721 1.261 2.539
H: 3.363 1.450 3.001
C: -3.891 -1.514 -4.120
N: -3.393 -0.288 -4.810
O: -2.251 0.034 -4.618
O: -4.207 0.317 -5.470
H: -4.000 -2.308 -4.854
H: -4.892 -1.316 -3.745
H: -3.205 -1.714 -3.305
C: 4.822 0.962 -2.248
N: 3.594 0.187 -2.610
O: 2.620 0.313 -1.890
O: 3.646 -0.419 -3.655
H: 4.686 1.463 -1.298
H: 5.037 1.632 -3.073
H: 5.661 0.275 -2.143
C: 0.063 -0.097 0.002
N: -1.321 -0.218 -0.542
O: -1.467 -0.057 -1.734
O: -2.216 -0.539 0.218
H: 0.622 -0.926 -0.428
H: 0.017 -0.238 1.073
H: 0.452 0.865 -0.317
C: 0.634 1.512 -4.200
N: 1.178 2.609 -3.330
O: 0.446 2.977 -2.421
O: 2.351 2.925 -3.395
H: -0.275 1.119 -3.770
H: 1.478 0.835 -4.247
H: 0.449 1.980 -5.165
C: 1.449 -3.985 2.444
O: 1.109 -4.973 1.466
C: 0.612 -4.582 0.292
O: 0.369 -3.435 0.005
O: 0.563 -5.592 -0.573
C: 0.449 -6.922 -0.091
H: 0.648 -3.278 2.620
H: 2.364 -3.480 2.145
H: 1.701 -4.550 3.339
H: 0.023 -7.584 -0.845
H: -0.199 -7.030 0.776
H: 1.452 -7.307 0.102
C: 2.425 3.283 0.098
O: 3.375 3.879 0.979
C: 3.737 5.126 0.777
O: 3.295 5.919 0.004
O: 4.753 5.376 1.615
C: 5.127 6.687 1.894
H: 2.949 2.529 -0.484
H: 1.905 3.935 -0.602
H: 1.647 2.832 0.711
H: 4.409 7.339 2.399
H: 5.441 7.248 1.005
H: 6.022 6.637 2.517
C: 0.446 -2.339 -3.516
O: 0.906 -1.529 -4.580
C: 0.884 -1.935 -5.826
O: 0.753 -3.065 -6.212
O: 0.997 -0.863 -6.616
C: 0.934 -1.102 -8.011
H: -0.633 -2.175 -3.436
H: 0.893 -2.021 -2.581
H: 0.606 -3.404 -3.679
H: 1.348 -0.193 -8.456
H: -0.095 -1.154 -8.372
H: 1.517 -1.955 -8.349
C: -2.293 -3.397 1.844
O: -3.218 -3.536 2.934
C: -3.229 -2.649 3.925
O: -2.582 -1.633 3.958
O: -4.067 -3.092 4.843
C: -4.142 -2.312 6.043
H: -1.278 -3.221 2.174
H: -2.774 -2.750 1.118
H: -2.244 -4.397 1.406
H: -5.037 -2.630 6.571
H: -4.230 -1.256 5.802
H: -3.280 -2.536 6.669
C: -0.423 5.532 1.816
O: -0.085 4.166 2.021
C: -0.772 3.463 2.924
O: -1.524 3.909 3.747
O: -0.462 2.192 2.710
C: -1.215 1.190 3.395
H: -0.482 6.061 2.766
H: -1.390 5.645 1.326
H: 0.346 5.939 1.166
H: -1.017 0.259 2.875
H: -2.268 1.397 3.556
H: -0.807 1.049 4.403
Cl: -4.752 2.427 3.630
C: -4.955 0.646 3.454
C: -4.877 0.175 2.025
Cl: -6.407 0.562 1.216
H: -5.916 0.364 3.883
H: -4.229 0.210 4.138
H: -4.719 -0.902 1.981
H: -4.052 0.625 1.478

Summary:
SMILES	C[N+](=O)[O-].C[N+](=O)[O-].C[N+](=O)[O-].C[N+](=O)[O-].C[N+](=O)[O-].COC(=O)OC.COC(=O)OC.COC(=O)OC.COC(=O)OC.COC(=O)OC.ClCCCl
lowest unoccupied orbital energy	-0.1	eV
net charge	0
multiplicity	1

Here are the Löwdin charges for atoms 1 to 99, given in e: 0.052, -0.428, 0.069, 0.062, 0.104, 0.075, 0.108, 0.052, -0.443, 0.062, 0.071, 0.102, 0.098, 0.078, 0.055, -0.418, 0.047, 0.089, 0.081, 0.103, 0.100, 0.060, -0.394, 0.065, 0.047, 0.076, 0.072, 0.089, 0.062, -0.411, 0.050, 0.046, 0.065, 0.066, 0.112, -0.025, -0.019, -0.607, 0.121, 0.017, -0.046, 0.070, 0.083, 0.103, 0.095, 0.098, 0.098, -0.028, 0.018, -0.621, 0.146, -0.003, -0.079, 0.065, 0.085, 0.070, 0.099, 0.097, 0.093, -0.015, -0.021, -0.622, 0.131, -0.004, -0.049, 0.084, 0.076, 0.100, 0.094, 0.098, 0.096, -0.008, 0.006, -0.627, 0.111, 0.017, -0.018, 0.068, 0.087, 0.099, 0.097, 0.080, 0.103, -0.023, -0.021, -0.609, 0.134, -0.028, -0.033, 0.096, 0.102, 0.091, 0.068, 0.048, 0.106, 0.574, -0.660, -0.665, 0.573

***

Record 3
Formula: C19H28ClO6Tm
Source: the OMol25 dataset
Level of theory: ωB97M-V with the def2-TZVPD basis set

Geometry (Å):
O: -0.442 -0.744 -2.774
C: -0.416 0.561 -3.482
C: -0.039 0.070 -4.850
H: 0.428 1.212 -3.212
H: -1.408 1.031 -3.548
C: -0.110 -1.264 -4.134
H: 0.986 0.360 -5.140
H: -0.730 0.280 -5.652
C: 1.305 -1.851 -4.120
H: 2.013 -1.144 -3.666
H: 1.618 -2.024 -5.157
H: 1.298 -2.796 -3.579
C: -1.271 -2.103 -4.718
H: -2.251 -1.592 -4.627
H: -1.328 -3.069 -4.203
H: -1.088 -2.284 -5.784
Tm: -0.521 -0.752 2.027
C: -2.596 -1.180 3.133
C: -2.341 0.231 3.412
C: -2.404 0.947 2.205
H: -2.437 0.634 4.401
C: -2.684 0.019 1.152
C: -2.820 -1.293 1.752
H: -3.174 -2.183 1.250
H: -2.766 -1.902 3.927
H: -2.421 2.035 2.147
H: -2.775 0.273 0.082
C: 1.321 -2.725 3.387
C: 0.289 -3.375 2.664
C: 0.537 -3.188 1.255
H: -0.458 -4.042 3.127
C: 1.743 -2.403 1.140
C: 2.257 -2.210 2.464
H: 3.244 -1.811 2.745
H: 1.450 -2.761 4.475
H: 0.066 -3.781 0.452
H: 2.287 -2.170 0.221
O: 2.406 2.435 0.430
C: 1.085 1.866 -0.004
C: 0.401 3.059 -0.728
H: 0.246 1.597 0.771
H: 1.257 0.980 -0.656
C: 0.995 4.371 -0.070
H: -0.700 2.962 -0.608
H: 0.628 2.950 -1.798
C: 1.837 3.717 1.086
H: 0.265 5.096 0.280
H: 1.634 4.920 -0.811
H: 1.196 3.492 2.009
H: 2.701 4.266 1.425
O: 0.343 -0.448 4.040
Cl: 0.342 1.110 4.028
O: -0.863 1.581 4.629
O: 1.527 1.589 4.649
O: 0.336 1.450 2.556

Summary:
lowest unoccupied orbital energy (spin up / spin down)	0.3 / 0.3	eV
net charge	0
multiplicity	3

natural (NBO) atomic charges, in units of e: -0.555, -0.076, -0.473, 0.185, 0.186, 0.276, 0.202, 0.211, -0.619, 0.219, 0.212, 0.215, -0.624, 0.219, 0.215, 0.214, 1.711, -0.390, -0.319, -0.314, 0.268, -0.403, -0.376, 0.258, 0.260, 0.252, 0.255, -0.280, -0.368, -0.424, 0.233, -0.352, -0.290, 0.229, 0.230, 0.241, 0.233, -0.530, -0.087, -0.428, 0.173, 0.202, -0.435, 0.200, 0.207, -0.089, 0.215, 0.213, 0.194, 0.200, -0.833, 2.495, -0.768, -0.737, -0.853

***

Record 4
Formula: C3H8N2
Source: the OMol25 dataset
Level of theory: ωB97M-V with the def2-TZVPD basis set

Geometry (Å):
C: -2.254 0.288 0.029
N: -1.143 0.034 -0.651
N: -0.361 -0.976 -0.050
C: 1.048 -0.648 -0.301
C: 1.434 0.760 0.028
H: -2.526 -0.303 0.997
H: -3.035 0.914 -0.425
H: -0.615 -0.991 0.991
H: 1.654 -1.409 0.400
H: 1.161 -0.962 -1.367
H: 1.581 0.748 1.086
H: 2.437 1.126 -0.400
H: 0.617 1.419 -0.337

Summary:
SMILES	C=NNCC
lowest unoccupied orbital energy	1.1	eV
net charge	0
multiplicity	1

natural (NBO) atomic charges, in units of e: -0.168, -0.233, -0.447, -0.220, -0.647, 0.149, 0.195, 0.325, 0.188, 0.204, 0.203, 0.218, 0.233

***

Record 5
Formula: C40H26F15GeN3ORhS2Sb
Source: the OMol25 dataset
Level of theory: ωB97M-V with the def2-TZVPD basis set

Geometry (Å):
Rh: -0.138 -0.942 -0.395
C: -3.020 -3.224 -1.235
C: -3.215 -1.779 -0.903
C: -4.428 -1.295 -0.407
C: -4.535 0.033 -0.056
C: -3.469 0.904 -0.292
C: -2.351 0.373 -0.891
N: -2.195 -0.943 -1.114
Sb: 0.288 2.046 0.804
C: -0.854 0.576 1.917
C: -1.442 0.959 3.105
C: -1.973 -0.020 3.944
C: -1.875 -1.340 3.564
C: -1.285 -1.677 2.345
C: -1.132 -3.099 1.913
N: -0.806 -0.725 1.535
C: 1.932 0.655 0.816
C: 3.147 1.000 1.362
C: 4.187 0.074 1.329
C: 3.978 -1.140 0.711
C: 2.731 -1.441 0.169
C: 2.463 -2.748 -0.516
N: 1.723 -0.557 0.258
H: -3.675 -3.500 -2.063
H: -3.285 -3.865 -0.393
H: -1.990 -3.415 -1.530
H: -5.254 -1.977 -0.263
H: -5.445 0.406 0.394
H: -3.533 1.944 -0.022
H: -1.485 2.005 3.384
H: -2.436 0.251 4.883
H: -2.248 -2.129 4.203
H: -1.650 -3.777 2.588
H: -0.073 -3.368 1.896
H: -1.511 -3.238 0.901
H: 3.295 1.979 1.800
H: 5.147 0.310 1.768
H: 4.770 -1.874 0.651
H: 3.124 -2.871 -1.374
H: 1.426 -2.789 -0.862
H: 2.635 -3.588 0.157
F: -2.772 4.368 -5.066
C: -2.652 3.067 -5.368
C: -2.178 2.204 -4.392
C: -2.062 0.870 -4.740
F: -1.599 -0.032 -3.858
C: -2.408 0.406 -5.995
F: -2.286 -0.881 -6.292
C: -2.884 1.298 -6.946
F: -3.217 0.865 -8.145
C: -3.008 2.644 -6.633
F: -3.460 3.500 -7.534
Ge: -1.689 3.056 -2.720
S: -0.853 1.278 -1.347
C: -3.205 3.793 -1.752
C: -3.008 4.373 -0.508
F: -1.770 4.364 0.028
C: -4.026 4.921 0.241
F: -3.787 5.449 1.433
C: -5.319 4.893 -0.269
F: -6.311 5.406 0.430
C: -5.563 4.313 -1.503
F: -6.794 4.271 -1.984
C: -4.509 3.770 -2.223
F: -4.797 3.197 -3.392
C: -0.316 4.368 -3.075
C: 0.735 4.001 -3.902
F: 0.827 2.732 -4.330
C: 1.710 4.888 -4.304
F: 2.713 4.493 -5.087
C: 1.652 6.205 -3.869
F: 2.585 7.060 -4.236
C: 0.614 6.612 -3.047
F: 0.545 7.867 -2.636
C: -0.352 5.695 -2.670
F: -1.348 6.152 -1.909
O: 1.659 2.374 -1.701
S: 2.991 1.697 -1.987
C: 4.084 2.965 -2.691
C: 4.697 2.362 -3.948
C: 3.559 1.625 -4.650
C: 2.867 0.798 -3.570
H: 4.802 3.277 -1.935
H: 3.414 3.797 -2.917
H: 5.498 1.666 -3.684
H: 5.138 3.139 -4.572
H: 3.913 0.991 -5.461
H: 2.859 2.343 -5.075
H: 3.379 -0.151 -3.404
H: 1.808 0.602 -3.737

Summary:
lowest unoccupied orbital energy (spin up / spin down)	-6.1 / -6.1	eV
net charge	+2
multiplicity	1

Löwdin atomic charges, in units of e: 0.655, -0.018, -0.294, 0.019, 0.001, -0.049, -0.586, -0.030, 1.497, -0.451, -0.096, -0.020, 0.010, -0.283, -0.005, -0.047, -0.485, -0.108, -0.025, 0.005, -0.291, -0.013, -0.092, 0.103, 0.091, 0.080, 0.134, 0.129, 0.099, 0.104, 0.126, 0.128, 0.094, 0.092, 0.046, 0.112, 0.127, 0.133, 0.096, 0.052, 0.099, 0.108, -0.228, -0.140, -0.210, 0.057, -0.131, 0.148, -0.113, 0.176, -0.128, 0.164, 1.033, 0.657, -0.156, -0.263, 0.020, -0.135, 0.153, -0.113, 0.178, -0.128, 0.162, -0.207, 0.121, -0.125, -0.238, 0.075, -0.146, 0.130, -0.113, 0.177, -0.125, 0.162, -0.193, 0.121, -0.691, 0.980, -0.280, -0.207, -0.215, -0.290, 0.099, 0.079, 0.121, 0.126, 0.127, 0.086, 0.092, 0.086

***

Record 6
Formula: C29H34N4O9P3PtS2
Source: the OMol25 dataset
Level of theory: ωB97M-V with the def2-TZVPD basis set

Geometry (Å):
Pt: 1.272 0.171 1.378
S: 0.579 1.767 2.802
C: -0.592 1.063 3.852
C: -1.305 1.866 4.807
N: -1.858 2.499 5.607
C: -0.865 -0.289 3.815
S: -0.067 -1.250 2.632
C: -1.753 -0.913 4.751
N: -2.492 -1.440 5.473
C: 4.356 -3.462 1.835
C: 3.615 -2.171 1.697
O: 2.305 -2.580 1.281
P: 3.652 -1.237 3.317
O: 5.123 -0.779 3.566
O: 3.355 -2.336 4.390
O: 2.646 -0.117 3.193
P: 4.324 -0.901 0.520
O: 4.317 -1.620 -0.903
O: 5.721 -0.576 0.985
O: 3.255 0.178 0.482
H: 3.891 -4.091 2.583
H: 5.378 -3.284 2.139
H: 4.341 -4.024 0.888
H: 1.956 -2.104 0.470
H: 5.522 -0.467 2.647
H: 2.966 -2.042 5.232
H: 5.187 -2.017 -1.077
O: -0.194 1.489 -0.036
P: -1.720 1.565 -0.065
C: -2.390 3.128 0.465
C: -3.737 3.476 0.207
C: -4.225 4.748 0.518
C: -3.366 5.701 1.082
C: -2.028 5.371 1.347
C: -1.536 4.103 1.028
C: -2.110 1.518 -1.846
C: -2.335 2.698 -2.607
C: -2.388 2.672 -4.000
C: -2.187 1.466 -4.667
C: -1.972 0.292 -3.953
C: -1.913 0.320 -2.557
C: -2.655 0.311 0.769
C: -3.731 0.569 1.682
C: -4.335 -0.490 2.377
C: -3.886 -1.806 2.213
C: -2.847 -2.074 1.315
C: -2.254 -1.032 0.593
H: -4.410 2.785 -0.275
H: -5.268 4.992 0.341
H: -3.759 6.688 1.329
H: -1.380 6.116 1.771
H: -0.483 3.870 1.212
H: -2.464 3.661 -2.146
H: -2.631 3.595 -4.530
H: -2.224 1.456 -5.745
H: -1.831 -0.649 -4.496
H: -1.686 -0.609 -2.057
H: -4.076 1.577 1.872
H: -5.133 -0.309 3.081
H: -4.331 -2.623 2.773
H: -2.465 -3.078 1.176
H: -1.441 -1.279 -0.095
C: 2.154 0.954 -2.166
N: 2.008 -0.423 -2.664
C: 2.836 -0.694 -3.815
C: 1.360 -1.407 -1.974
O: 1.057 -1.332 -0.739
N: 0.987 -2.556 -2.642
C: 0.688 -2.631 -4.054
C: 0.564 -3.688 -1.826
H: 2.016 1.643 -3.018
H: 3.139 1.091 -1.716
H: 1.413 1.145 -1.394
H: 3.749 -0.090 -3.689
H: 2.337 -0.394 -4.743
H: 3.107 -1.746 -3.843
H: 0.620 -1.633 -4.496
H: -0.302 -3.117 -4.169
H: 1.435 -3.219 -4.603
H: 1.115 -3.710 -0.887
H: 0.788 -4.602 -2.402
H: -0.503 -3.653 -1.599

Summary:
lowest unoccupied orbital energy (spin up / spin down)	-3.6 / -6.9	eV
net charge	+1
multiplicity	5

Löwdin atomic charges, in units of e: 1.052, 0.791, -0.619, -0.212, 0.227, -0.616, 0.882, -0.235, 0.220, -0.065, -0.577, -0.149, 0.480, -0.108, -0.066, -0.446, 0.383, -0.094, -0.270, -0.397, 0.087, 0.091, 0.101, 0.013, 0.094, 0.123, 0.108, -0.454, 0.814, -0.300, -0.101, -0.056, -0.051, -0.054, -0.067, -0.224, -0.056, -0.061, -0.070, -0.072, -0.069, -0.265, -0.033, -0.051, -0.057, -0.093, -0.150, 0.115, 0.112, 0.114, 0.106, 0.076, 0.100, 0.116, 0.108, 0.105, 0.086, 0.099, 0.115, 0.119, 0.114, 0.077, -0.028, -0.114, -0.058, -0.431, -0.121, -0.128, -0.061, -0.023, 0.110, 0.080, 0.040, 0.104, 0.095, 0.092, 0.076, 0.103, 0.099, 0.083, 0.105, 0.092